Below is 3 unconnected molecules or ions with the total composition C12H22BrN4, with properties calculated with ωB97M-V/def2-TZVPD.

- Kohn-Sham gap: 6.68 eV
- Lowest unoccupied orbital energy: -2.35 eV
- ΔE to the lowest compared entry with this formula, charge and spin: 39.7 kcal per mole
- Highest occupied orbital energy: -9.03 eV
- Charge: +1

Geometry (Å):
C -7.222 3.635 2.898
C -5.992 4.431 2.768
N -4.925 3.726 2.017
C -4.148 2.780 2.559
C -3.269 2.266 1.605
N -3.397 3.039 0.426
C -4.408 3.947 0.723
C -2.659 2.766 -0.837
H -7.608 3.234 1.960
H -8.042 4.138 3.411
H -6.983 2.839 3.603
H -5.724 4.839 3.743
H -6.267 5.368 2.285
H -4.402 2.528 3.578
H -2.572 1.442 1.634
H -4.915 4.586 0.016
H -3.137 3.276 -1.674
H -2.661 1.693 -1.029
H -1.652 3.147 -0.670
C 7.376 -4.789 -1.791
C 6.262 -4.340 -0.772
N 5.149 -3.612 -1.384
C 5.313 -2.747 -2.441
C 4.085 -2.061 -2.585
N 3.180 -2.527 -1.594
C 3.828 -3.559 -0.942
C 1.738 -2.168 -1.468
H 8.102 -3.976 -1.807
H 6.917 -5.007 -2.756
H 7.954 -5.661 -1.486
H 6.684 -3.819 0.088
H 5.892 -5.240 -0.280
H 6.227 -2.683 -3.013
H 3.907 -1.292 -3.323
H 3.387 -4.131 -0.139
H 1.278 -2.153 -2.456
H 1.502 -1.261 -0.911
H 1.165 -2.949 -0.968
Br 0.038 0.293 1.012

Atom charges from the Löwdin analysis, given in e for atoms 1 to 2: -0.09 -0.20

Below is a molecular structure, C26H20AsClN4O8S2Ti, with properties calculated with ωB97M-V/def2-TZVPD.

- Kohn-Sham gap (alpha / beta): 7.11 / 7.40 eV
- Lowest unoccupied orbital energy (alpha / beta): 2.06 / 2.05 eV
- ΔE to the lowest compared entry with this formula, charge and spin: 0.0 kcal per mole
- Highest occupied orbital energy (alpha / beta): -5.04 / -5.35 eV
- Multiplicity: 2
- Charge: -1

Geometry (Å):
Ti -0.072 -0.397 0.467
N -3.866 -0.392 -2.449
C -2.719 -0.243 -1.726
S -2.278 -1.522 -0.670
N -2.084 0.888 -1.935
N -0.949 1.047 -1.226
C -0.263 2.093 -1.530
C -0.705 3.046 -2.589
C -1.651 4.025 -2.316
C -2.039 4.918 -3.305
C -1.484 4.836 -4.575
C -0.541 3.856 -4.852
C -0.150 2.966 -3.863
C 1.016 2.298 -0.868
C 1.797 3.423 -1.130
C 3.038 3.539 -0.539
C 3.482 2.525 0.292
C 2.638 1.452 0.521
N 1.430 1.341 -0.025
H -4.216 -1.330 -2.530
H -3.982 0.229 -3.234
H -2.092 4.073 -1.328
H -2.780 5.677 -3.085
H -1.789 5.532 -5.347
H -0.110 3.782 -5.843
H 0.579 2.193 -4.074
H 1.424 4.184 -1.800
H 3.659 4.405 -0.734
H 4.456 2.558 0.757
H 2.952 0.639 1.154
Cl -4.921 -1.307 5.937
C -3.920 -0.816 4.597
C -4.037 0.491 4.090
C -3.265 0.903 3.043
C -2.310 0.048 2.415
O -1.616 0.505 1.445
C -2.216 -1.273 2.953
C -1.308 -2.247 2.439
O -0.500 -2.104 1.514
C -3.026 -1.676 4.034
H -4.751 1.168 4.543
H -3.353 1.907 2.647
H -1.346 -3.231 2.921
H -2.921 -2.685 4.414
O 0.007 -3.777 -1.382
As 1.409 -2.707 -1.515
O 2.147 -2.896 -2.951
O 0.832 -1.179 -1.134
C 2.557 -3.408 -0.115
C 3.176 -4.622 -0.389
C 4.015 -5.223 0.534
C 4.252 -4.588 1.747
C 3.665 -3.368 2.028
C 2.811 -2.767 1.101
S 1.937 -0.896 2.961
O 1.375 -2.010 3.703
O 2.263 -1.545 1.332
O 0.893 0.038 2.426
H -0.783 -3.208 -1.371
H 2.994 -5.083 -1.352
H 4.483 -6.173 0.310
H 4.906 -5.040 2.484
H 3.849 -2.872 2.972

Atom charges from the Löwdin analysis, given in e for atoms 1 to 2: 0.97 0.06

Below is a gas-phase ion, C24H40B2F4N4O6PS (charge +1), with properties calculated with ωB97M-V/def2-TZVPD.

- Kohn-Sham gap: 7.30 eV
- Lowest unoccupied orbital energy: -4.04 eV
- Highest occupied orbital energy: -11.33 eV
- Structure (SMILES): CCOB(O)N(B(O)CC)C1=[N+](C)[C@@](Cc2cccc(C)c2)([PH2]=N)O[C@@](CC(=O)F)(C[C@H](O)C(F)(F)F)N1CSCC
- Charge: +1

Geometry (Å):
C -3.453 4.214 -0.487
C -3.586 2.656 -0.158
O -2.258 2.039 -0.104
B -2.307 0.672 -0.247
O -3.469 -0.018 0.192
N -1.153 -0.073 -0.920
B -1.190 0.003 -2.439
O -1.454 -1.064 -3.307
C -0.922 1.455 -3.109
C -0.319 1.146 -4.568
C -0.212 -0.680 -0.238
N -0.157 -0.653 1.186
C -1.004 -1.608 1.900
C 1.251 -0.556 1.633
C 1.242 0.531 2.840
C 0.220 1.691 2.640
C 0.563 2.860 1.830
C -0.450 3.945 1.731
C -1.710 3.812 2.446
C -2.084 2.621 3.253
C -3.468 2.579 3.974
C -1.083 1.557 3.345
P 1.941 -2.125 2.465
N 1.719 -3.470 1.646
O 2.165 -0.013 0.689
C 2.170 -0.707 -0.577
C 2.409 0.495 -1.638
C 2.775 0.011 -3.070
O 3.395 0.745 -3.764
F 2.470 -1.240 -3.593
C 3.473 -1.574 -0.631
C 4.806 -0.709 -0.427
O 5.482 -0.427 -1.638
C 5.826 -1.436 0.552
F 5.526 -1.234 1.883
F 6.015 -2.763 0.257
F 7.054 -0.822 0.352
N 0.896 -1.302 -0.898
C 0.750 -2.626 -1.476
S -0.528 -3.760 -0.700
C -2.211 -3.299 -1.255
C -3.228 -4.374 -0.635
H -3.841 4.814 0.385
H -2.348 4.445 -0.526
H -3.978 4.486 -1.436
H -3.986 2.607 0.893
H -4.251 2.148 -0.903
H -3.812 -0.577 -0.532
H -2.416 -1.254 -3.323
H -0.230 2.081 -2.486
H -1.912 1.972 -3.301
H 0.413 0.284 -4.526
H 0.238 2.016 -4.997
H -1.138 0.797 -5.256
H -1.011 -1.324 2.996
H -0.739 -2.694 1.851
H -2.085 -1.521 1.582
H 2.295 0.910 2.994
H 0.967 -0.043 3.764
H 1.554 2.917 1.316
H -0.190 4.847 1.128
H -2.485 4.621 2.403
H -3.383 3.105 4.968
H -3.870 1.546 4.127
H -4.192 3.167 3.352
H -1.293 0.648 3.958
H 1.202 -2.234 3.696
H 3.311 -1.879 2.765
H 2.636 -3.891 1.469
H 1.425 1.053 -1.650
H 3.154 1.246 -1.254
H 3.628 -2.101 -1.620
H 3.540 -2.391 0.139
H 4.586 0.287 0.058
H 5.505 -1.197 -2.234
H 1.651 -3.284 -1.559
H 0.380 -2.523 -2.543
H -2.579 -2.296 -0.915
H -2.347 -3.365 -2.375
H -3.458 -5.210 -1.341
H -2.683 -4.841 0.240
H -4.157 -3.870 -0.242

Atom charges from the Löwdin analysis, given in e for atoms 1 to 2: -0.05 -0.17

no.,energy (Ha)
1,-3263.21322
2,-6165.82441
3,-2797.46283